Entry from the OMol25 dataset: 6 unconnected molecules or ions with the total composition C14H34Cl2O8S5 (ωB97M-V/def2-TZVPD).

CARTESIAN COORDINATES (ANGSTROEM)
C -0.7687 5.6253 -2.1249
C -1.5073 5.2327 -0.8858
Cl -2.1370 6.5417 0.0459
C -1.6910 3.9847 -0.4845
Cl -2.5561 3.4794 0.8897
O -1.2130 2.9418 -1.2579
C 0.0872 2.5753 -1.1575
O 0.6322 1.9892 -2.0475
O 0.6303 2.9355 0.0097
H 0.1048 6.2287 -1.8746
H -0.4377 4.7443 -2.6743
H -1.4171 6.2092 -2.7797
H 1.3905 2.3501 0.1589
C -3.3596 -1.2571 1.7188
S -3.6304 0.0418 0.5118
O -4.3843 1.1239 1.2095
C -4.8499 -0.8899 -0.4168
H -2.6621 -0.8832 2.4667
H -4.3091 -1.5084 2.1929
H -2.9291 -2.1244 1.2153
H -5.6601 -1.1777 0.2555
H -4.3719 -1.7669 -0.8524
H -5.2211 -0.2545 -1.2114
C 4.1691 3.0041 0.3968
S 3.9525 1.2203 0.4965
O 2.7739 1.0021 1.3843
C 5.4448 0.9273 1.4438
H 3.3121 3.4242 -0.1265
H 4.2281 3.4142 1.4047
H 5.0754 3.2247 -0.1665
H 5.3965 1.4812 2.3818
H 6.3121 1.2352 0.8612
H 5.5073 -0.1396 1.6465
C 8.1390 -3.4191 2.9818
S 7.4815 -1.7485 2.9553
O 8.5797 -0.8476 2.5210
C 7.3308 -1.5719 4.7361
H 8.3474 -3.7039 1.9528
H 9.0584 -3.4340 3.5667
H 7.3957 -4.0927 3.4077
H 8.3088 -1.7159 5.1949
H 6.6126 -2.2998 5.1129
H 6.9711 -0.5646 4.9350
C -2.3038 1.9438 -4.2193
S -3.7438 1.4779 -3.2547
O -3.5275 0.0736 -2.8160
C -4.8868 1.4057 -4.6408
H -1.4557 1.9882 -3.5394
H -2.1307 1.1893 -4.9867
H -2.4739 2.9233 -4.6678
H -4.5182 0.6876 -5.3731
H -4.9826 2.3974 -5.0829
H -5.8512 1.0824 -4.2542
C -4.3729 -5.3410 -0.9111
S -3.7900 -4.7057 0.6638
O -2.4225 -4.1732 0.4258
C -3.5868 -6.3028 1.4589
H -4.5169 -4.4891 -1.5728
H -3.6221 -6.0124 -1.3267
H -5.3209 -5.8588 -0.7648
H -2.8917 -6.9069 0.8765
H -4.5565 -6.7941 1.5395
H -3.1818 -6.1221 2.4522

Output
**Net charge**: 0
**Orbital gap**: 8.6604 eV
**Lowest unoccupied orbital energy**: 0.604 eV
**Electronic energy**: -110666.446 eV

These are the natural (NBO) partial charges, in e, on atoms 1 to 5: number 1, C, carries -0.65; number 2, C, carries -0.09; number 3, Cl, carries 0.02; number 4, C, carries 0.20; number 5, Cl, carries 0.09

Entry from the OMol25 dataset: 2 unconnected molecules or ions with the total composition C6H16NS (ωB97M-V/def2-TZVPD).

CARTESIAN COORDINATES (ANGSTROEM)
C 3.4716 -0.5425 -0.0425
C -2.4563 0.7946 -0.2184
C -1.8129 -1.3129 -0.9219
C -1.2093 -0.5564 1.3297
C 3.3960 0.3684 0.9025
C -0.0675 0.1145 -0.8689
N -1.3413 -0.1704 -0.1134
S 0.6792 1.6065 -0.1361
H 2.7688 -1.4633 -0.1007
H 4.0387 -0.3946 -0.9951
H 0.5135 2.3963 -1.1782
H -3.2966 0.7353 0.4619
H -1.9541 1.8930 -0.0725
H -2.8292 0.8227 -1.2945
H -2.1471 -1.0335 -1.8561
H -0.9571 -1.9520 -0.9638
H -2.7959 -1.6410 -0.5884
H -1.0141 -1.6128 1.5169
H -0.3241 0.0369 1.6612
H -1.9740 -0.2843 2.0294
H 3.8835 1.2487 0.8502
H 2.7605 0.2618 1.6905
H 0.7517 -0.5486 -0.6016
H 1.9159 1.2334 -0.4899

Output
**Net charge**: +1
**Orbital gap**: 9.5529 eV
**Lowest unoccupied orbital energy**: -2.746 eV
**Electronic energy**: -18794.471 eV

These are the natural (NBO) partial charges, in e, on atoms 1 to 5: number 1, C, carries -0.37; number 2, C, carries -0.42; number 3, C, carries -0.39; number 4, C, carries -0.43; number 5, C, carries -0.40

Entry from the OMol25 dataset: a molecular structure, CEuF5LiO3P (ωB97M-V/def2-TZVPD).

CARTESIAN COORDINATES (ANGSTROEM)
P -0.7647 1.2230 0.9000
F -0.0141 1.7645 2.1587
F -0.8404 -4.1531 0.9877
F -1.3700 2.6616 0.5876
F -2.1951 0.6221 1.0962
F -0.1799 -0.3050 1.3589
O -0.0263 1.1951 -0.4991
O 1.3904 0.8689 -2.1530
C 0.7789 0.3354 -1.2451
O 0.7933 -0.8942 -0.9866
Li 2.1653 -0.8505 -2.7698
Eu 0.2626 -2.4677 0.5646

Output
**Net charge**: +2
**Orbital gap (alpha / beta)**: 7.6452 / 10.3962 eV
**Spin multiplicity**: 7
**Lowest unoccupied orbital energy (alpha / beta)**: -12.598 / -9.865 eV
**Electronic energy**: -49578.726 eV

These are the Löwdin partial charges, in e, on atoms 1 to 5: number 1, P, carries 0.50; number 2, F, carries 0.00; number 3, F, carries -0.50; number 4, F, carries -0.04; number 5, F, carries -0.01

Entry from the OMol25 dataset: a molecular structure, C4H6O2 (ωB97M-V/def2-TZVPD).

CARTESIAN COORDINATES (ANGSTROEM)
C -0.0884 1.0932 -0.9335
C -0.2995 0.2315 0.3016
C -0.4632 -1.2847 0.1243
O 0.7662 -1.5191 0.8668
C 0.9717 -0.1812 1.0361
O 1.8896 0.3572 1.5734
H -1.0315 1.2559 -1.4649
H 0.3192 2.0672 -0.6459
H 0.6206 0.6213 -1.6227
H -1.0351 0.6747 0.9808
H -0.3707 -1.6523 -0.9014
H -1.3125 -1.7532 0.6265

Output
**Net charge**: 0
**Orbital gap**: 11.3356 eV
**Lowest unoccupied orbital energy**: 0.869 eV
**Electronic energy**: -8339.848 eV

These are the natural (NBO) partial charges, in e, on atoms 1 to 5: number 1, C, carries -0.60; number 2, C, carries -0.36; number 3, C, carries -0.07; number 4, O, carries -0.49; number 5, C, carries 0.79

Entry from the OMol25 dataset: 2 unconnected molecules or ions with the total composition C6H9N (ωB97M-V/def2-TZVPD).

CARTESIAN COORDINATES (ANGSTROEM)
C -1.6223 0.3548 2.4343
C 2.3618 0.5729 0.3887
C -1.6041 0.1047 1.2058
C 1.4616 0.2574 -0.6472
C -2.2746 0.0122 -1.1076
C 2.5761 -0.7456 -0.1781
N -1.3825 0.3976 -0.0041
H -1.7726 -0.1259 3.5139
H 0.5497 -0.3340 -0.5441
H 1.3773 0.8887 -1.4732
H 2.1619 1.4151 0.9250
H -3.3453 0.0187 -0.6459
H -2.0112 -0.9599 -1.6639
H -2.1775 0.7448 -1.8171
H 3.4902 -0.9684 -0.7743
H 2.2115 -1.6331 0.3877

Output
**Net charge**: 0
**Orbital gap (alpha / beta)**: 8.2131 / 7.4903 eV
**Spin multiplicity**: 3
**Lowest unoccupied orbital energy (alpha / beta)**: 0.801 / -1.345 eV
**Electronic energy**: -7849.216 eV

These are the natural (NBO) partial charges, in e, on atoms 1 to 5: number 1, C, carries -0.23; number 2, C, carries -0.16; number 3, C, carries 0.14; number 4, C, carries -0.48; number 5, C, carries -0.44

Entry from the OMol25 dataset: a single C6H3N molecule (ωB97M-V/def2-TZVPD).

CARTESIAN COORDINATES (ANGSTROEM)
C -1.4354 0.1124 1.8278
C -0.5441 0.1175 0.9954
C 0.6633 0.2390 0.2170
C 0.2399 0.3245 -1.1448
C -0.0342 0.5962 -2.2654
C 1.3308 -1.0178 0.3144
H -2.1829 0.1779 2.7159
H 1.4646 0.9140 0.5000
H -0.8911 0.8230 -3.1054
N 1.3891 -2.2867 -0.0548

Output
**Net charge**: 0
**Orbital gap**: 10.7161 eV
**Lowest unoccupied orbital energy**: 0.149 eV
**SMILES**: C#CC(C#C)C#N
**Electronic energy**: -7752.953 eV

These are the natural (NBO) partial charges, in e, on atoms 1 to 5: number 1, C, carries -0.16; number 2, C, carries -0.03; number 3, C, carries -0.49; number 4, C, carries -0.02; number 5, C, carries -0.18

Entry from the OMol25 dataset: 2 unconnected molecules or ions with the total composition C5H9N (ωB97M-V/def2-TZVPD).

CARTESIAN COORDINATES (ANGSTROEM)
C 1.9645 -0.2740 -1.2718
C 1.0150 0.6532 -1.1909
C -0.9183 0.3177 1.2646
C -2.1834 0.2646 0.4470
C -0.0704 -0.6806 1.3364
N 0.7058 -1.6302 1.4106
H 2.9360 -0.1375 -0.8018
H 1.4065 -1.5903 0.6606
H 1.8089 -1.2013 -1.8191
H 1.1636 1.5825 -0.6464
H 0.0420 0.5218 -1.6595
H -0.6625 1.2280 1.8000
H -2.2421 1.1213 -0.2350
H -2.2214 -0.6478 -0.1560
H -3.0750 0.2880 1.0834

Output
**Net charge**: 0
**Orbital gap**: 9.7646 eV
**Lowest unoccupied orbital energy**: 1.045 eV
**SMILES**: CC=C=N.C=C
**Electronic energy**: -6818.730 eV

These are the natural (NBO) partial charges, in e, on atoms 1 to 5: number 1, C, carries -0.44; number 2, C, carries -0.36; number 3, C, carries -0.42; number 4, C, carries -0.61; number 5, C, carries 0.43

Entry from the OMol25 dataset: 2 unconnected molecules or ions with the total composition CHClNOP (ωB97M-V/def2-TZVPD).

CARTESIAN COORDINATES (ANGSTROEM)
C 1.6406 -0.3990 0.2100
N 0.5858 -0.9160 0.1373
O 2.7819 -0.1396 0.2525
P -1.1568 0.7799 0.2264
Cl -1.5715 0.8298 -1.6741
H -2.2799 -0.1550 0.8480

Output
**Net charge**: 0
**Orbital gap (alpha / beta)**: 8.1160 / 8.1148 eV
**Lowest unoccupied orbital energy (alpha / beta)**: -1.891 / -1.892 eV
**Electronic energy**: -26400.223 eV

These are the natural (NBO) partial charges, in e, on atoms 1 to 5: number 1, C, carries 0.73; number 2, N, carries -0.70; number 3, O, carries -0.54; number 4, P, carries 0.72; number 5, Cl, carries -0.20

Entry from the OMol25 dataset: 2 unconnected molecules or ions with the total composition C2H10N2O2Si (ωB97M-V/def2-TZVPD).

CARTESIAN COORDINATES (ANGSTROEM)
C 2.7321 2.5948 0.3223
C 0.9595 -2.1478 -0.3987
N -2.9144 -2.0695 0.7319
N -0.5338 0.7734 -0.1200
O 2.3952 1.3092 -0.1045
O 1.6923 -1.0165 -0.1786
Si 1.0709 0.4957 -0.0035
H 3.8174 2.7750 0.1717
H 2.4860 2.6931 1.4104
H 2.3503 3.3917 -0.2105
H 0.9587 -2.7581 0.6081
H 1.3953 -2.7092 -1.3113
H -0.1047 -1.8730 -0.6220
H -2.0427 -2.6588 0.4871
H -2.9855 -1.3450 -0.0297
H -2.5898 -1.6122 1.4872
H -0.8941 1.6609 0.2740

Output
**Net charge**: 0
**Orbital gap (alpha / beta)**: 6.1018 / 7.1951 eV
**Spin multiplicity**: 3
**Lowest unoccupied orbital energy (alpha / beta)**: 0.797 / -3.047 eV
**Electronic energy**: -17185.258 eV

These are the natural (NBO) partial charges, in e, on atoms 1 to 5: number 1, C, carries -0.26; number 2, C, carries -0.25; number 3, N, carries -1.05; number 4, N, carries -0.88; number 5, O, carries -0.91